--- one ---
The following is a DFT calculation (ωB97M-V/def2-TZVPD) of a structure of composition C38H76O46S7.

XYZ file:
```
167
Properties=species:S:1:pos:R:3:lowdin_charge:R:1
C 6.2456 6.6992 -25.9991 -0.026
C 5.0435 7.5947 -26.3086 -0.188
O 5.2283 8.8895 -25.7307 0.026
C 5.3129 9.9537 -26.4935 -0.642
O 5.3455 9.9556 -27.6866 0.139
O 5.3451 11.0261 -25.7365 0.001
C 5.5910 12.2705 -26.3790 -0.025
H 6.1039 5.7259 -26.4566 0.067
H 6.2576 6.6438 -24.9095 0.080
H 7.0923 7.2401 -26.4178 0.087
H 4.0970 7.1978 -25.9341 0.110
H 4.8117 7.7152 -27.3680 0.127
H 5.8392 13.0041 -25.6213 0.093
H 4.6477 12.6251 -26.8085 0.100
H 6.2695 12.1617 -27.2198 0.097
C 2.1375 13.1829 -15.1750 -0.052
C 3.1690 13.6715 -14.1459 -0.196
O 4.2927 12.8113 -14.3264 0.026
C 4.9898 12.4630 -13.2487 -0.594
O 4.9356 12.9281 -12.1415 0.138
O 5.8735 11.5624 -13.6752 0.002
C 6.6246 10.7239 -12.8418 -0.049
H 2.3102 12.1337 -15.3917 0.067
H 2.1814 13.8103 -16.0645 0.066
H 1.1207 13.3372 -14.8069 0.074
H 2.8498 13.6461 -13.1084 0.119
H 3.3814 14.7083 -14.4005 0.121
H 5.9918 9.9735 -12.3637 0.072
H 7.1033 11.2415 -12.0040 0.100
H 7.4021 10.1978 -13.3850 0.104
C 7.5486 0.8423 -21.7809 -0.046
C 6.9546 2.2131 -21.9814 -0.198
O 7.5560 2.7565 -23.1836 0.010
C 8.3072 3.8489 -23.0846 -0.599
O 8.5104 4.4996 -22.1014 0.135
O 8.7558 4.1246 -24.3097 -0.012
C 9.6467 5.2106 -24.4960 -0.033
H 7.5718 0.3144 -22.7312 0.075
H 7.0226 0.2617 -21.0201 0.078
H 8.5529 0.9222 -21.3593 0.088
H 7.0289 2.8379 -21.0924 0.113
H 5.8978 2.2806 -22.2622 0.122
H 10.0751 5.6113 -23.5794 0.097
H 9.0611 5.9580 -25.0342 0.082
H 10.4879 4.9823 -25.1522 0.093
C 0.7269 8.5916 -17.1296 -0.041
C 1.2113 7.3456 -16.4234 -0.201
O 0.1737 6.5315 -15.8849 0.059
C 0.5115 5.3570 -15.3726 -0.637
O 1.6031 4.8811 -15.3594 0.138
O -0.5953 4.7914 -14.9632 0.023
C -0.5688 3.4228 -14.6137 -0.031
H -0.2222 8.8634 -16.6413 0.089
H 0.3722 8.4648 -18.1525 0.067
H 1.4083 9.4197 -16.9796 0.062
H 1.8029 7.6265 -15.5517 0.107
H 1.8963 6.8456 -17.1173 0.129
H -1.5704 2.9943 -14.5976 0.097
H -0.1954 3.3392 -13.5909 0.104
H -0.0075 2.8160 -15.3250 0.080
C 3.8760 10.1360 -18.0374 -0.034
C 4.5678 8.7904 -18.0680 -0.182
O 4.2485 8.1062 -19.3069 0.009
C 5.1021 7.1804 -19.7818 -0.586
O 6.1771 6.8767 -19.3767 0.160
O 4.4659 6.7807 -20.8827 0.002
C 4.7482 5.5837 -21.5588 -0.033
H 4.4247 10.9929 -18.4166 0.062
H 3.7450 10.3159 -16.9632 0.068
H 2.8845 10.1046 -18.4929 0.061
H 4.3740 8.0505 -17.2973 0.100
H 5.6246 9.0381 -18.1190 0.095
H 3.9035 4.8914 -21.4899 0.088
H 5.6049 5.0786 -21.1153 0.086
H 4.9056 5.6740 -22.6322 0.081
C 6.0504 1.3741 -25.8209 -0.041
C 6.0148 2.8872 -25.8814 -0.213
O 5.0917 3.3692 -24.8844 0.030
C 4.0862 4.1446 -25.3063 -0.603
O 3.8401 4.3883 -26.4605 0.116
O 3.4294 4.6043 -24.2452 -0.014
C 2.1735 5.2335 -24.4298 -0.039
H 5.0707 0.9935 -26.1180 0.084
H 6.2294 1.0212 -24.8076 0.062
H 6.7672 0.9607 -26.5278 0.084
H 5.7158 3.2072 -26.8810 0.117
H 6.9553 3.4117 -25.7445 0.102
H 1.6699 4.9267 -25.3519 0.102
H 2.3362 6.3059 -24.5432 0.071
H 1.4238 5.0161 -23.6733 0.094
C -0.1484 10.5656 -21.8615 -0.159
C 0.8371 10.1358 -20.7457 -0.178
O 1.4048 8.9470 -21.2317 -0.188
S 1.3344 8.8170 -22.8490 0.650
O 0.4501 7.7600 -23.1936 -0.219
O 2.6752 8.8502 -23.3423 -0.217
O 0.5765 10.2522 -23.0534 -0.187
H -0.3386 11.6317 -21.8586 0.110
H -1.0420 9.9423 -21.8315 0.131
H 0.2695 9.9288 -19.8417 0.117
H 1.5306 10.9644 -20.5998 0.105
C 4.4719 13.5655 -20.1334 -0.147
C 3.9270 15.0239 -20.2387 -0.149
O 2.7176 14.9559 -20.9755 -0.182
S 2.6249 13.6056 -21.8315 0.628
O 3.3401 13.7729 -23.0471 -0.204
O 1.2642 13.2015 -21.8874 -0.208
O 3.4856 12.7591 -20.7593 -0.217
H 4.5953 13.2621 -19.0989 0.127
H 5.4048 13.4937 -20.6880 0.125
H 4.6200 15.7062 -20.7393 0.130
H 3.7719 15.5404 -19.2909 0.128
C 3.1828 8.0015 -11.6598 -0.166
C 2.6323 6.7856 -12.3973 -0.146
O 3.2911 6.7985 -13.6570 -0.227
S 4.3897 7.9910 -13.8317 0.661
O 4.3484 8.5837 -15.1198 -0.199
O 5.6538 7.5614 -13.2794 -0.218
O 3.5815 8.8541 -12.7149 -0.204
H 4.0858 7.7976 -11.0729 0.133
H 2.4973 8.4812 -10.9672 0.137
H 1.5435 6.8226 -12.4744 0.130
H 2.8584 5.8100 -11.9671 0.139
C 4.7539 4.7380 -15.9729 -0.177
C 5.4591 3.3890 -16.1538 -0.156
O 6.6265 3.4001 -15.3159 -0.179
S 6.5509 4.7011 -14.3483 0.641
O 7.8826 5.1390 -14.1358 -0.200
O 5.6313 4.4743 -13.2858 -0.220
O 5.8075 5.5983 -15.5244 -0.222
H 3.9922 4.7305 -15.1995 0.093
H 4.4021 5.1393 -16.9199 0.133
H 5.7922 3.1497 -17.1616 0.119
H 4.7836 2.5893 -15.8459 0.124
C 8.3724 5.4232 -18.1020 -0.175
C 9.2630 6.6710 -18.3277 -0.124
O 10.5547 6.2577 -17.8298 -0.210
S 10.5023 4.8350 -17.0759 0.638
O 10.0626 5.0662 -15.7296 -0.234
O 11.6684 4.0497 -17.2995 -0.221
O 9.2931 4.3369 -18.0220 -0.192
H 7.7842 5.1541 -18.9696 0.112
H 7.8375 5.6005 -17.1696 0.109
H 9.0024 7.5177 -17.6970 0.128
H 9.3546 7.0097 -19.3564 0.128
C 5.1841 10.3722 -21.9122 -0.135
C 6.2596 9.6769 -22.7100 -0.170
O 7.2171 9.2603 -21.7666 -0.166
S 7.3471 10.3088 -20.5595 0.652
O 8.4231 11.2120 -20.8219 -0.221
O 7.3060 9.6342 -19.3013 -0.221
O 5.9238 11.0526 -20.8668 -0.222
H 4.5120 9.6798 -21.3981 0.117
H 4.5814 11.0759 -22.4776 0.124
H 6.7393 10.3180 -23.4557 0.133
H 5.8313 8.8644 -23.2950 0.124
C 1.7042 2.6928 -18.0795 -0.169
C 1.2639 2.0607 -19.4248 -0.124
O 2.3778 1.2466 -19.8301 -0.198
S 3.7259 1.6978 -19.0614 0.632
O 4.2546 2.9279 -19.5574 -0.226
O 4.5687 0.5815 -18.8054 -0.202
O 2.8888 2.0019 -17.6844 -0.202
H 0.9736 2.4789 -17.3037 0.110
H 1.9017 3.7638 -18.0781 0.123
H 1.0673 2.7624 -20.2292 0.131
H 0.4626 1.3522 -19.2387 0.131
```

Its charge is 0. The value obtained for the frontier orbital gap is 9.906 eV. As for the highest occupied orbital energy: -10.1 eV.

---

--- two ---
The following is a DFT calculation (ωB97M-V/def2-TZVPD) of a cluster of 13 separate species, C38H76O46S7 in total.

XYZ file:
```
167
Properties=species:S:1:pos:R:3:lowdin_charge:R:1
C 1.2990 3.4538 7.6835 -0.064
C 1.0754 3.6742 6.2085 -0.214
O -0.1059 2.9450 5.8301 0.012
C -0.4760 2.9496 4.5362 -0.619
O -0.0235 3.6525 3.6850 0.137
O -1.4532 2.0629 4.4665 0.032
C -1.9446 1.7397 3.1794 -0.044
H 2.2668 3.8711 7.9664 0.081
H 1.2772 2.3747 7.8380 0.051
H 0.5942 3.9448 8.3532 0.081
H 1.9355 3.3404 5.6293 0.116
H 0.8266 4.7103 5.9687 0.126
H -2.7074 0.9600 3.0998 0.082
H -1.2328 1.4697 2.4014 0.085
H -2.5996 2.5671 2.8876 0.089
C -0.9429 -1.9460 3.1321 -0.020
C 0.3037 -1.1552 2.8111 -0.178
O 0.1217 -0.1795 1.7902 -0.017
C 0.1975 -0.5149 0.5164 -0.588
O 0.5108 -1.5725 0.0349 0.139
O -0.1797 0.5833 -0.1422 0.002
C -0.2631 0.5792 -1.5575 -0.009
H -1.2783 -2.6563 2.3778 0.076
H -1.8256 -1.3470 3.3773 0.078
H -0.7340 -2.4848 4.0590 0.068
H 1.0320 -1.9148 2.5074 0.122
H 0.7544 -0.5685 3.6096 0.105
H 0.7472 0.6233 -1.9684 0.077
H -0.7595 1.4777 -1.9116 0.073
H -0.7709 -0.3394 -1.8529 0.090
C -3.3526 2.5474 -2.7447 -0.043
C -3.7758 3.7617 -1.9094 -0.194
O -4.9660 3.4910 -1.1766 0.040
C -4.8548 3.0678 0.0920 -0.588
O -3.8818 2.5955 0.6135 0.124
O -6.0614 3.2602 0.6331 0.000
C -6.1574 3.0509 2.0490 -0.024
H -2.3554 2.7488 -3.1464 0.062
H -4.0499 2.4296 -3.5717 0.086
H -3.1953 1.6021 -2.2256 0.059
H -4.0547 4.5691 -2.5868 0.125
H -2.9249 4.1657 -1.3595 0.111
H -7.2137 3.1401 2.2973 0.093
H -5.6630 3.8347 2.6201 0.100
H -5.8360 2.0233 2.2111 0.094
C 3.8719 0.2294 -7.1242 -0.055
C 4.4488 -0.6309 -6.0349 -0.236
O 3.5266 -1.1807 -5.1242 0.009
C 2.9056 -2.3462 -5.4018 -0.596
O 2.9091 -2.8284 -6.5074 0.125
O 2.1474 -2.7402 -4.4124 0.032
C 2.1040 -2.1009 -3.1486 -0.027
H 3.4175 1.1084 -6.6542 0.069
H 3.1625 -0.3215 -7.7387 0.078
H 4.6573 0.6527 -7.7502 0.084
H 5.1390 -0.0851 -5.3859 0.118
H 5.0852 -1.3875 -6.5074 0.130
H 3.0568 -2.1722 -2.6191 0.103
H 1.4286 -2.6694 -2.5110 0.083
H 1.7452 -1.0826 -3.2595 0.069
C -3.6314 -0.8713 0.6708 -0.037
C -4.6980 -0.6987 -0.4260 -0.183
O -4.6518 -1.9131 -1.1601 0.030
C -5.3877 -2.0547 -2.2676 -0.615
O -6.1666 -1.2359 -2.6809 0.142
O -5.0552 -3.1911 -2.8238 -0.008
C -5.4157 -3.4688 -4.1837 -0.017
H -2.7137 -1.3560 0.3468 0.054
H -4.0439 -1.4890 1.4740 0.089
H -3.4787 0.0829 1.1766 0.052
H -4.4601 0.1596 -1.0509 0.105
H -5.6234 -0.5084 0.1174 0.131
H -5.2781 -2.6164 -4.8473 0.090
H -6.4690 -3.7287 -4.2796 0.097
H -4.7858 -4.2929 -4.5005 0.095
C -0.3415 7.3016 -5.7233 -0.060
C -1.5795 6.8617 -4.9418 -0.232
O -1.3658 5.6666 -4.2315 0.042
C -0.7019 5.7402 -3.0783 -0.597
O -0.1211 6.6936 -2.6385 0.149
O -0.5842 4.4967 -2.6250 -0.020
C -0.0071 4.2865 -1.3479 -0.042
H 0.3372 6.4969 -5.9984 0.081
H 0.1997 7.9537 -5.0324 0.071
H -0.5297 7.9578 -6.5727 0.075
H -2.4796 6.7667 -5.5535 0.120
H -1.8966 7.7310 -4.3558 0.125
H -0.1221 3.2643 -0.9998 0.077
H -0.3980 4.9391 -0.5660 0.105
H 1.0686 4.4730 -1.2935 0.091
C 5.4596 2.9000 -3.5956 -0.165
C 5.0211 3.1477 -2.1588 -0.167
O 3.6188 3.3740 -2.2570 -0.194
S 2.9479 2.3628 -3.3429 0.671
O 1.7459 2.8919 -3.9151 -0.201
O 2.9699 1.0078 -2.8902 -0.226
O 4.2687 2.6146 -4.3009 -0.221
H 6.1522 2.0737 -3.7610 0.130
H 5.8645 3.7784 -4.1009 0.133
H 5.4826 4.0556 -1.7705 0.135
H 5.3688 2.4031 -1.4428 0.125
C 3.7722 -1.9424 5.3882 -0.166
C 4.1919 -1.7120 6.8466 -0.159
O 2.9872 -1.3725 7.5231 -0.185
S 1.8381 -0.8097 6.4934 0.665
O 1.4260 0.5475 6.6918 -0.214
O 0.7993 -1.7934 6.4080 -0.228
O 2.8141 -0.9285 5.2385 -0.205
H 3.3118 -2.9301 5.3377 0.135
H 4.6320 -1.8365 4.7369 0.127
H 4.9227 -0.9057 6.9570 0.131
H 4.6343 -2.5826 7.3297 0.138
C -0.5225 -1.4854 -6.8956 -0.160
C -0.4204 -0.1187 -6.2136 -0.136
O -0.5303 -0.4148 -4.8163 -0.217
S -1.6156 -1.6092 -4.5863 0.666
O -2.9302 -1.0248 -4.5561 -0.215
O -1.2062 -2.4072 -3.4778 -0.213
O -1.2552 -2.3107 -6.0148 -0.172
H 0.5076 -1.8294 -7.0286 0.118
H -0.9929 -1.4864 -7.8766 0.137
H -1.3607 0.4219 -6.3662 0.131
H 0.5069 0.3953 -6.4355 0.133
C 3.1830 -3.2118 0.8353 -0.178
C 4.5969 -3.5822 0.4107 -0.184
O 4.9723 -4.7658 1.0945 -0.173
S 4.2630 -4.7021 2.5798 0.688
O 5.0784 -3.9048 3.4665 -0.248
O 3.8007 -5.9673 3.0616 -0.213
O 2.9323 -3.9220 2.0394 -0.177
H 2.4019 -3.1937 0.0748 0.120
H 3.1899 -2.1378 1.0356 0.081
H 5.2985 -2.7495 0.5140 0.126
H 4.7085 -3.8238 -0.6495 0.132
C -2.5266 -4.4834 7.5590 -0.161
C -2.1640 -3.4941 6.4175 -0.168
O -2.4668 -4.1770 5.2061 -0.211
S -2.9297 -5.7405 5.4232 0.656
O -2.1284 -6.5952 4.6013 -0.210
O -4.3405 -5.9379 5.4906 -0.220
O -2.3297 -5.7295 6.9139 -0.204
H -3.5558 -4.3034 7.8721 0.126
H -1.8416 -4.4398 8.3982 0.132
H -1.0977 -3.3175 6.5447 0.101
H -2.7427 -2.5771 6.4850 0.133
C -2.3088 -4.6933 -1.8294 -0.181
C -1.5820 -3.6514 -0.9401 -0.177
O -1.7576 -4.1727 0.3831 -0.211
S -2.1602 -5.7579 0.4057 0.674
O -3.5355 -5.9631 0.7783 -0.224
O -1.1052 -6.5396 0.9825 -0.224
O -1.9833 -5.8999 -1.2073 -0.189
H -2.0718 -4.6573 -2.8861 0.124
H -3.3761 -4.5023 -1.6740 0.115
H -2.0351 -2.6633 -0.8661 0.090
H -0.5390 -3.4690 -1.1997 0.100
C 2.1871 1.7334 2.5634 -0.159
C 3.2911 2.7603 2.3722 -0.113
O 3.9867 2.1740 1.2527 -0.213
S 4.0198 0.5374 1.3350 0.640
O 5.1685 0.0670 2.0486 -0.226
O 3.6925 -0.0762 0.0738 -0.231
O 2.8026 0.4592 2.3691 -0.204
H 1.2997 1.8588 1.9409 0.124
H 1.7680 1.6701 3.5701 0.124
H 4.0556 2.8292 3.1483 0.135
H 2.9441 3.7578 2.1177 0.141
```

Its charge is 0. The value obtained for the frontier orbital gap is 10.268 eV. As for the highest occupied orbital energy: -10.3 eV.

---

Stability, lowest: two

---

--- one ---
The following is a DFT calculation (ωB97M-V/def2-TZVPD) of a cluster of 4 separate species, CH8O4 in total.

XYZ file:
```
13
Properties=species:S:1:pos:R:3:lowdin_charge:R:1
C -0.0743 -0.8224 -1.6516 -0.113
O 0.2938 -1.9148 -1.3555 0.009
H 0.2831 -0.3019 -2.5388 0.088
H -0.8234 -0.2700 -1.0716 0.084
O 0.0692 0.9006 1.7371 -0.085
H -0.6619 1.2598 2.2516 0.036
H -0.1030 -0.0633 1.7344 -0.018
O -0.1618 -1.8393 1.4926 -0.059
H 0.0485 -2.0524 0.5494 0.029
H 0.6155 -2.0955 1.9818 0.053
O 0.2627 2.6770 -1.3141 -0.065
H 0.7327 2.4418 -0.4883 0.040
H -0.4810 2.0803 -1.3269 0.001
```

Its charge is 0. As for the SMILES: C=O.O.O.O. The value obtained for the frontier orbital gap is 11.324 eV. As for the highest occupied orbital energy: -11.0 eV.

---

--- two ---
The following is a DFT calculation (ωB97M-V/def2-TZVPD) of a cluster of 4 separate species, CH8O4 in total.

XYZ file:
```
13
Properties=species:S:1:pos:R:3:lowdin_charge:R:1
C 1.1335 1.7331 -0.5663 -0.093
O 0.8211 2.3406 0.4392 -0.039
H 0.4714 1.8745 -1.4312 0.096
H 2.0646 1.1560 -0.5494 0.090
O -1.1971 -0.8259 -0.9648 -0.056
H -1.7794 -1.5566 -0.8412 0.031
H -1.0254 -0.4269 -0.0995 -0.010
O -1.1989 0.5469 1.5220 -0.036
H -0.5596 1.2607 1.5081 0.011
H -1.2267 0.2351 2.4238 0.054
O 0.7701 -3.0966 -0.5367 -0.063
H 0.2711 -2.2748 -0.3937 -0.004
H 1.6733 -2.9469 -0.2746 0.019
```

Its charge is 0. As for the SMILES: C=O.O.O.O. The value obtained for the frontier orbital gap is 11.092 eV. As for the highest occupied orbital energy: -10.8 eV.

---

Stability, lowest: two